(1)
A 4-piece molecular cluster, C4H12O3 overall. Source: the OMol25 dataset; level of theory: the ωB97M-V functional and the def2-TZVPD basis.

- ΔE to the lowest compared entry with this formula, charge and spin (eV) = 2.134
- gap between HOMO and LUMO (eV) = 10.164

Last columns: bonded neighbours and bond lengths (Å).
CARTESIAN COORDINATES (ANGSTROEM)
1 C -1.3940 -0.1986 1.8785  C2 1.371, H5 1.082, H6 1.110
2 C -2.0080 0.2022 0.7196  C1 1.371, C3 1.469, H7 1.075
3 C -1.4170 0.0823 -0.6194  C2 1.469, C4 1.315, H8 1.093
4 C -1.3899 0.9854 -1.5754  C3 1.315, H9 1.082, H10 1.047
5 H -0.3686 -0.5431 1.8782  C1 1.082
6 H -2.1007 -0.1659 2.7333  C1 1.110
7 H -3.0078 0.5921 0.6510  C2 1.075
8 H -1.1310 -0.9486 -0.8428  C3 1.093
9 H -1.0094 0.7820 -2.5679  C4 1.082
10 H -1.7512 1.9650 -1.4929  C4 1.047
11 O 1.1254 -2.0736 0.0892  H12 0.926, H13 0.935
12 H 0.2234 -1.9000 0.2090  O11 0.926
13 H 1.1421 -2.3171 -0.8136  O11 0.935
14 O 2.2614 0.0302 -1.2492  H15 1.005, H16 1.003
15 H 1.9802 -0.5381 -0.4698  O14 1.005
16 H 3.0703 0.4822 -0.8644  O14 1.003
17 O 1.3775 1.3152 0.9246  H18 0.977, H19 0.970
18 H 1.0082 0.4142 1.0060  O17 0.977
19 H 1.0839 1.5747 0.0370  O17 0.970

***

(2)
A 2-piece molecular cluster, C4H12O3 overall. Source: the OMol25 dataset; level of theory: the ωB97M-V functional and the def2-TZVPD basis.

- ΔE to the lowest compared entry with this formula, charge and spin (eV) = 0.719
- gap between HOMO and LUMO (eV) = 10.723

Last columns: bonded neighbours and bond lengths (Å).
CARTESIAN COORDINATES (ANGSTROEM)
1 C -0.2628 -0.9687 2.5530  C2 1.526, H7 1.092, H8 1.087, H9 1.100
2 C 0.3055 0.3240 1.9738  C1 1.526, O3 1.441, C4 1.531, H10 1.092
3 O 1.4990 0.6921 2.6918  C2 1.441, H11 0.961
4 C 0.7372 0.1962 0.5109  C2 1.531, C5 1.508, H12 1.090, H13 1.075
5 C -0.3879 -0.0479 -0.4639  C4 1.508, O6 1.430, H14 1.087, H15 1.093
6 O -0.0102 0.3375 -1.7877  C5 1.430, H16 0.967
7 H -0.1771 -0.9546 3.6411  C1 1.092
8 H -1.2744 -1.1074 2.1788  C1 1.087
9 H 0.3253 -1.8445 2.2397  C1 1.100
10 H -0.4191 1.1099 2.1992  C2 1.092
11 H 1.9255 -0.0926 3.0465  O3 0.961
12 H 1.3709 -0.6909 0.5149  C4 1.090
13 H 1.3812 1.0265 0.2856  C4 1.075
14 H -1.2351 0.5850 -0.2107  C5 1.087
15 H -0.7429 -1.0783 -0.3810  C5 1.093
16 H -0.1215 -0.4386 -2.3535  O6 0.967
17 O -0.6946 1.1062 -5.7798  H18 0.964, H19 0.964
18 H -1.2550 0.3322 -5.9096  O17 0.964
19 H -0.9641 1.5137 -4.9492  O17 0.964

***

(3)
A 3-piece molecular cluster, C4H12O3 overall. Source: the OMol25 dataset; level of theory: the ωB97M-V functional and the def2-TZVPD basis.

- ΔE to the lowest compared entry with this formula, charge and spin (eV) = 1.326
- gap between HOMO and LUMO (eV) = 8.444

Last columns: bonded neighbours and bond lengths (Å).
CARTESIAN COORDINATES (ANGSTROEM)
1 C -1.0810 0.6185 -2.8409  C2 1.478, H6 1.093, H7 1.093, H8 1.140
2 C 0.1448 1.0493 -2.1360  C1 1.478, C3 1.339, H9 1.104
3 C 0.7500 0.5895 -1.0337  C2 1.339, C4 1.523, O5 1.352
4 C 2.2077 0.8667 -0.6907  C3 1.523, H10 1.101, H11 1.108, H12 1.103
5 O 0.1255 -0.2778 -0.2051  C3 1.352, H13 0.965
6 H -1.0329 0.3200 -3.8917  C1 1.093
7 H -1.7756 1.4561 -2.7387  C1 1.093
8 H -1.5137 -0.2923 -2.3096  C1 1.140
9 H 0.6545 1.8361 -2.7186  C2 1.104
10 H 2.0790 1.6291 0.0929  C4 1.101
11 H 2.7375 1.1812 -1.6112  C4 1.108
12 H 2.6829 -0.0739 -0.3663  C4 1.103
13 H 0.4814 -0.2958 0.6915  O5 0.965
14 O 0.2649 -2.5247 2.2210  H15 0.971, H16 0.970
15 H 0.7370 -3.1049 2.8401  O14 0.971
16 H -0.5944 -2.7317 2.6217  O14 0.970
17 O -1.8729 -0.1583 4.0065  H18 0.971, H19 0.968
18 H -2.4828 -0.1251 4.7619  O17 0.971
19 H -2.5119 0.0380 3.3071  O17 0.968

***

(4)
A 3-piece molecular cluster, C4H12O3 overall. Source: the OMol25 dataset; level of theory: the ωB97M-V functional and the def2-TZVPD basis.

- ΔE to the lowest compared entry with this formula, charge and spin (eV) = 2.042
- gap between HOMO and LUMO (eV) = 9.153

Last columns: bonded neighbours and bond lengths (Å).
CARTESIAN COORDINATES (ANGSTROEM)
1 C 0.9562 -1.0206 1.6515  C2 1.499, H6 1.092, H7 1.095, H8 1.090
2 C 0.2555 -0.0342 0.7660  C1 1.499, C3 1.336, H9 1.100
3 C -0.5210 1.0040 1.0890  C2 1.336, C4 1.509, H10 1.093
4 C -0.7486 2.1271 0.1071  C3 1.509, O5 1.467, H11 1.087, H12 1.088
5 O -1.0765 1.5810 -1.2146  C4 1.467, H13 0.956
6 H 0.9117 -1.9965 1.1627  C1 1.092
7 H 0.4849 -1.0447 2.6393  C1 1.095
8 H 1.9913 -0.7225 1.8163  C1 1.090
9 H 0.4349 -0.2273 -0.3019  C2 1.100
10 H -1.3035 0.7506 1.8094  C3 1.093
11 H -1.5907 2.7770 0.3315  C4 1.087
12 H 0.2035 2.6470 0.0280  C4 1.088
13 H -0.4695 1.9438 -1.8584  O5 0.956
14 O 3.7698 -2.5447 -2.1422  H15 0.980, H16 0.984
15 H 2.9575 -3.0721 -1.9911  O14 0.980
16 H 3.4634 -2.1338 -2.9816  O14 0.984
17 O -3.2227 0.1904 0.0628  H18 0.961, H19 0.963
18 H -3.7270 -0.5825 -0.2032  O17 0.961
19 H -2.7690 0.3580 -0.7705  O17 0.963

***

(5)
A 2-piece molecular cluster, C4H12O3 overall. Source: the OMol25 dataset; level of theory: the ωB97M-V functional and the def2-TZVPD basis.

- ΔE to the lowest compared entry with this formula, charge and spin (eV) = 0.804
- gap between HOMO and LUMO (eV) = 10.806

Last columns: bonded neighbours and bond lengths (Å).
CARTESIAN COORDINATES (ANGSTROEM)
1 C 1.4456 0.9926 -1.4443  C2 1.507, H7 1.099, H8 1.098, H9 1.080
2 C 0.9610 0.7262 -0.0424  C1 1.507, O3 1.420, C4 1.575, H10 1.093
3 O 1.0846 1.8667 0.7944  C2 1.420, H11 0.959
4 C 1.8228 -0.4148 0.6184  C2 1.575, C5 1.510, H12 1.094, H13 1.086
5 C 0.9962 -1.3890 1.4227  C4 1.510, O6 1.416, H14 1.092, H15 1.100
6 O 0.4759 -0.8494 2.6240  C5 1.416, H16 0.961
7 H 2.5274 1.1796 -1.4998  C1 1.099
8 H 1.0092 1.9285 -1.8180  C1 1.098
9 H 1.3165 0.2156 -2.1838  C1 1.080
10 H -0.0610 0.3395 -0.0459  C2 1.093
11 H 1.5172 2.6125 0.3740  O3 0.959
12 H 2.3858 -0.9717 -0.1369  C4 1.094
13 H 2.5957 0.0529 1.2214  C4 1.086
14 H 0.1753 -1.7957 0.8283  C5 1.092
15 H 1.5870 -2.2827 1.6733  C5 1.100
16 H 0.9144 -0.0214 2.8355  O6 0.961
17 O -6.6177 -0.5903 -1.6363  H18 0.957, H19 0.962
18 H -7.1088 -1.2157 -1.1030  O17 0.957
19 H -7.0271 -0.3835 -2.4817  O17 0.962

***

(6)
A 3-piece molecular cluster, C4H12O3 overall. Source: the OMol25 dataset; level of theory: the ωB97M-V functional and the def2-TZVPD basis.

- ΔE to the lowest compared entry with this formula, charge and spin (eV) = 2.623
- expectation value of S² = 0.758
- multiplicity = 2
- gap between HOMO and LUMO (spin up / spin down) (eV) = 7.563 / 3.851
- net charge = +1

Last columns: bonded neighbours and bond lengths (Å).
CARTESIAN COORDINATES (ANGSTROEM)
1 O -1.4716 0.7986 1.9786  C2 1.220
2 C -1.2771 -0.2365 1.3626  O1 1.220, C3 1.452, H6 1.102
3 C -0.3887 -0.4220 0.2294  C2 1.452, C4 1.532, H7 1.011, H8 1.071
4 C -0.1706 0.8644 -0.5743  C3 1.532, C5 1.567, H9 1.126, H10 1.102
5 C -0.5469 0.8194 -2.0949  C4 1.567, H11 1.122, H12 1.170, H13 1.058
6 H -1.8478 -1.1234 1.6810  C2 1.102
7 H -0.7014 -0.9813 -0.5521  C3 1.011
8 H 0.4556 -0.8665 0.7151  C3 1.071
9 H 0.8319 1.3014 -0.3071  C4 1.126
10 H -0.7630 1.7193 -0.2093  C4 1.102
11 H -0.6005 1.8889 -2.4284  C5 1.122
12 H 0.1841 0.1589 -2.7253  C5 1.170
13 H -1.5523 0.4892 -2.1028  C5 1.058
14 H -1.6265 -2.3195 5.8769  O16 0.978
15 H -2.2441 -2.2878 4.4863  O16 0.992
16 O -1.3639 -2.3745 4.9360  H14 0.978, H15 0.992
17 H 4.2104 0.4753 -2.7742  O19 0.986
18 H 4.4702 0.8165 -4.1853  O19 0.991
19 O 4.4021 1.2795 -3.3122  H17 0.986, H18 0.991

***

(7)
A 3-piece molecular cluster, C4H12O3 overall. Source: the OMol25 dataset; level of theory: the ωB97M-V functional and the def2-TZVPD basis.

- ΔE to the lowest compared entry with this formula, charge and spin (eV) = 3.939
- expectation value of S² = 0.757
- multiplicity = 2
- gap between HOMO and LUMO (spin up / spin down) (eV) = 8.289 / 4.555
- net charge = +1

Last columns: bonded neighbours and bond lengths (Å).
CARTESIAN COORDINATES (ANGSTROEM)
1 O -2.4041 0.4841 0.8059  C2 1.164
2 C -1.6794 -0.3802 0.5193  O1 1.164, C3 1.548, H6 1.027
3 C -0.9456 -0.1280 -0.8205  C2 1.548, C4 1.556, H7 1.082, H8 1.093
4 C -0.0130 -1.3017 -1.2388  C3 1.556, C5 1.615, H9 1.123, H10 1.095
5 C 0.0810 -2.6591 -0.3691  C4 1.615, H11 1.121, H12 1.078, H13 1.141
6 H -1.5161 -1.2610 1.0207  C2 1.027
7 H -1.5380 0.1611 -1.6782  C3 1.082
8 H -0.3326 0.7468 -0.5886  C3 1.093
9 H -0.5607 -1.6860 -2.1411  C4 1.123
10 H 1.0307 -1.1512 -1.5328  C4 1.095
11 H 1.1038 -3.0990 -0.4997  C5 1.121
12 H -0.6055 -3.3709 -0.7982  C5 1.078
13 H -0.0929 -2.3004 0.6995  C5 1.141
14 H 3.5175 0.8219 -1.5799  O16 0.845
15 H 2.6359 -0.1384 -0.8864  O16 0.885
16 O 3.3566 0.3747 -0.8810  H14 0.845, H15 0.885
17 H 0.0319 2.5432 2.5713  O19 0.937
18 H 0.6623 2.9326 1.0556  O19 1.063
19 O 0.4233 3.2182 2.0517  H17 0.937, H18 1.063

***

(8)
A 2-piece molecular cluster, C4H12OS overall. Source: the OMol25 dataset; level of theory: the ωB97M-V functional and the def2-TZVPD basis.

- ΔE to the lowest compared entry with this formula, charge and spin (eV) = 0.899
- gap between HOMO and LUMO (eV) = 9.750

Last columns: bonded neighbours and bond lengths (Å).
CARTESIAN COORDINATES (ANGSTROEM)
1 C -3.5575 1.9276 1.9334  C2 1.524, H4 1.099, H5 1.094, H6 1.085
2 C -3.0533 0.7620 2.7760  C1 1.524, O3 1.437, H7 1.086, H8 1.097
3 O -1.8323 1.1803 3.4084  C2 1.437, H9 0.960
4 H -4.0339 2.6588 2.6020  C1 1.099
5 H -2.6769 2.4437 1.5399  C1 1.094
6 H -4.2373 1.5778 1.1632  C1 1.085
7 H -2.8334 -0.0846 2.1319  C2 1.086
8 H -3.7586 0.4219 3.5446  C2 1.097
9 H -1.3595 0.3974 3.7003  O3 0.960
10 C 2.8814 -0.6802 -3.4724  C11 1.544, H13 1.090, H14 1.094, H15 1.089
11 C 2.7571 -1.5696 -2.2164  C10 1.544, S12 1.832, H16 1.084, H17 1.080
12 S 4.4148 -1.9418 -1.5324  C11 1.832, H18 1.331
13 H 3.9211 -0.5710 -3.7807  C10 1.090
14 H 2.5572 0.3377 -3.2366  C10 1.094
15 H 2.3329 -1.0923 -4.3185  C10 1.089
16 H 2.1869 -1.0369 -1.4644  C11 1.084
17 H 2.3181 -2.5224 -2.4733  C11 1.080
18 H 3.9732 -2.2085 -0.3050  S12 1.331

***

Computed values of electronic energy (unit: a.u.) for the preceding records, in sequence: -385.24332; -385.29532; -385.27304; -385.24671; -385.29221; -384.89911; -384.85077; -632.99406.